Computed, not measured: a cluster of 4 separate species, C24H30BrN3O3 in total, with wB97M-V/def2-TZVPD.

Computed properties:
Molecular weight   488.426 Da
Net charge   0
SMILES   CC(C)CCCOC(=O)CC(=O)Br.c1ccncc1.c1ccncc1.c1ccncc1
Energy relative to the best compared isomer or geometry (same formula, charge and spin)   6.187 eV

Bonds (Å) are listed after each position.
Positions of all 61 atoms, in Å:
1 C -0.4420 -1.3583 0.3873  C2 1.660, H14 1.180, H15 1.181, H16 1.194
2 C -0.6657 -2.0487 -1.1058  C1 1.660, C3 1.639, C4 1.638, H17 1.194
3 C -0.3822 -3.6629 -1.1447  C2 1.639, H18 1.191, H19 1.174, H20 1.191
4 C 0.1243 -1.1719 -2.2419  C2 1.638, C5 1.637, H21 1.194, H22 1.191
5 C 1.6943 -1.5723 -2.4735  C4 1.637, C6 1.666, H23 1.169, H24 1.193
6 C 2.7695 -0.3958 -1.9889  C5 1.666, O7 1.471, H25 1.171, H26 1.193
7 O 2.7201 -0.2031 -0.5313  C6 1.471, C8 1.471
8 C 3.2255 1.1161 -0.1216  O7 1.471, O9 1.362, C10 1.663
9 O 4.2833 1.2092 0.7314  C8 1.362
10 C 2.5811 2.5748 -0.5946  C8 1.663, C11 1.640, H27 1.183, H28 1.189
11 C 1.0352 2.4299 -1.1212  C10 1.640, O12 1.353, Br13 2.036
12 O -0.0329 2.2075 -0.3214  C11 1.353
13 Br 0.6271 2.6171 -3.1068  C11 2.036
14 H -0.9880 -1.9558 1.2462  C1 1.180
15 H 0.6969 -1.3054 0.6947  C1 1.181
16 H -0.9313 -0.2720 0.3124  C1 1.194
17 H -1.8298 -1.9129 -1.3336  C2 1.194
18 H -1.3857 -4.3033 -1.1594  C3 1.191
19 H 0.2812 -4.0450 -0.2554  C3 1.174
20 H 0.1920 -3.9051 -2.1602  C3 1.191
21 H -0.0459 -0.0259 -1.9543  C4 1.194
22 H -0.4444 -1.3442 -3.2735  C4 1.191
23 H 2.0466 -2.5575 -1.9511  C5 1.169
24 H 1.8276 -1.7542 -3.6450  C5 1.193
25 H 2.6990 0.5862 -2.6230  C6 1.171
26 H 3.8441 -0.8572 -2.2268  C6 1.193
27 H 3.2385 2.9730 -1.4945  C10 1.183
28 H 2.6940 3.2942 0.3454  C10 1.189
29 N 3.6405 7.6212 2.6424  C30 1.351, C34 1.351
30 C 2.6504 7.6795 3.5599  N29 1.351, C31 1.386, H35 1.086
31 C 2.0784 6.5630 4.1484  C30 1.386, C32 1.391, H36 1.084
32 C 2.5457 5.3083 3.7719  C31 1.391, C33 1.391, H37 1.086
33 C 3.5632 5.2155 2.8279  C32 1.391, C34 1.386, H38 1.084
34 C 4.0747 6.3893 2.2982  N29 1.351, C33 1.386, H39 1.086
35 H 2.3179 8.6807 3.8182  C30 1.086
36 H 1.2874 6.6692 4.8821  C31 1.084
37 H 2.1208 4.4101 4.2105  C32 1.086
38 H 3.9490 4.2526 2.5129  C33 1.084
39 H 4.8723 6.3696 1.5608  C34 1.086
40 N -0.8412 -5.8920 0.5879  C41 1.351, C45 1.351
41 C -1.8312 -5.8336 1.5054  N40 1.351, C42 1.386, H46 1.086
42 C -2.4033 -6.9501 2.0939  C41 1.386, C43 1.391, H47 1.084
43 C -1.9360 -8.2048 1.7174  C42 1.391, C44 1.391, H48 1.086
44 C -0.9184 -8.2976 0.7734  C43 1.391, C45 1.386, H49 1.084
45 C -0.4070 -7.1238 0.2437  N40 1.351, C44 1.386, H50 1.086
46 H -2.1638 -4.8324 1.7637  C41 1.086
47 H -3.1943 -6.8439 2.8276  C42 1.084
48 H -2.3609 -9.1030 2.1560  C43 1.086
49 H -0.5327 -9.2605 0.4584  C44 1.084
50 H 0.3906 -7.1435 -0.4937  C45 1.086
51 N -3.5319 0.9398 -1.1765  C52 1.351, C56 1.351
52 C -2.8595 2.1027 -1.0318  N51 1.351, C53 1.386, H57 1.086
53 C -3.4013 3.3464 -1.3144  C52 1.386, C54 1.391, H58 1.084
54 C -4.7114 3.4037 -1.7778  C53 1.391, C55 1.391, H59 1.086
55 C -5.4291 2.2230 -1.9390  C54 1.391, C56 1.386, H60 1.084
56 C -4.8024 1.0273 -1.6265  N51 1.351, C55 1.386, H61 1.086
57 H -1.8398 2.0053 -0.6706  C52 1.086
58 H -2.8158 4.2483 -1.1770  C53 1.084
59 H -5.1696 4.3604 -2.0111  C54 1.086
60 H -6.4517 2.2338 -2.2987  C55 1.084
61 H -5.3219 0.0790 -1.7321  C56 1.086


Computed, not measured: a cluster of 2 separate species, C3H6N3 in total, with wB97M-V/def2-TZVPD.

Computed properties:
Molecular weight   84.102 Da
Net charge   +1
Energy relative to the best compared isomer or geometry (same formula, charge and spin)   4.721 eV

Bonds (Å) are listed after each position.
Positions of all 12 atoms, in Å:
1 C 0.7046 0.8963 -0.8922  C3 1.421, H7 1.164, H8 1.058, H9 1.056
2 C -0.1912 -0.7993 2.1961  N6 1.160
3 C -0.1579 -0.1673 -0.5118  C1 1.421, N5 1.258, H10 1.071
4 N -2.0438 -1.2118 -1.5330  N5 1.176, H11 0.984
5 N -1.0053 -0.7412 -1.2433  C3 1.258, N4 1.176
6 N -0.3660 -1.0396 3.3171  C2 1.160, H12 1.018
7 H 0.5342 1.2185 -1.9975  C1 1.164
8 H 0.6165 1.7143 -0.2268  C1 1.058
9 H 1.7593 0.9167 -0.9350  C1 1.056
10 H -0.0272 -0.4576 0.5110  C3 1.071
11 H -2.1343 -2.1534 -1.8044  N4 0.984
12 H -0.2589 -1.6351 4.1353  N6 1.018


Computed, not measured: a cluster of 8 separate species, C12H40O8 in total, with wB97M-V/def2-TZVPD.

Computed properties:
Molecular weight   312.444 Da
Net charge   0
SMILES   CCO.CCO.CCO.CCO.CCO.CCO.O.O
Energy relative to the best compared isomer or geometry (same formula, charge and spin)   1.429 eV

Bonds (Å) are listed after each position.
Positions of all 60 atoms, in Å:
1 C -0.2078 4.1616 0.7801  C2 1.515, H4 1.095, H5 1.092, H6 1.087
2 C -0.6574 3.3632 -0.4261  C1 1.515, O3 1.431, H7 1.091, H8 1.093
3 O 0.4145 2.7846 -1.1779  C2 1.431, H9 0.964
4 H -1.0996 4.6245 1.2156  C1 1.095
5 H 0.3912 5.0088 0.4393  C1 1.092
6 H 0.3063 3.5909 1.5490  C1 1.087
7 H -1.1362 4.0424 -1.1334  C2 1.091
8 H -1.3702 2.5813 -0.1506  C2 1.093
9 H 0.7161 1.9941 -0.7156  O3 0.964
10 C -0.1191 1.2134 -4.1749  C11 1.520, H13 1.096, H14 1.088, H15 1.091
11 C 0.1537 -0.0600 -3.3913  C10 1.520, O12 1.416, H16 1.092, H17 1.100
12 O -0.5036 -1.2194 -3.8701  C11 1.416, H18 0.961
13 H 0.4035 1.1758 -5.1378  C10 1.096
14 H 0.3313 2.0369 -3.6251  C10 1.088
15 H -1.1841 1.3087 -4.3896  C10 1.091
16 H -0.0922 0.1097 -2.3408  C11 1.092
17 H 1.2377 -0.2491 -3.3783  C11 1.100
18 H -0.8227 -1.0486 -4.7601  O12 0.961
19 C -1.4914 -3.1381 1.2760  C20 1.528, H22 1.089, H23 1.096, H24 1.089
20 C -0.6464 -3.5108 2.4929  C19 1.528, O21 1.417, H25 1.091, H26 1.094
21 O 0.6980 -3.0966 2.3232  C20 1.417, H27 0.967
22 H -1.5461 -2.0554 1.1702  C19 1.089
23 H -2.5011 -3.5470 1.4005  C19 1.096
24 H -1.0887 -3.5927 0.3715  C19 1.089
25 H -0.6320 -4.5973 2.5949  C20 1.091
26 H -1.0896 -3.0959 3.4029  C20 1.094
27 H 0.7747 -2.1783 2.6177  O21 0.967
28 C 0.9318 -0.7971 5.5644  C29 1.515, H31 1.092, H32 1.090, H33 1.090
29 C -0.0849 -0.2296 4.5951  C28 1.515, O30 1.421, H34 1.095, H35 1.096
30 O 0.4293 -0.4346 3.2862  C29 1.421, H36 0.969
31 H 0.7926 -0.4349 6.5855  C28 1.092
32 H 1.9305 -0.4789 5.2646  C28 1.090
33 H 0.8979 -1.8856 5.6032  C28 1.090
34 H -0.2933 0.8198 4.8268  C29 1.095
35 H -1.0588 -0.7235 4.6886  C29 1.096
36 H -0.1447 0.0083 2.6435  O30 0.969
37 C 4.7442 -0.0136 -2.7015  C38 1.516, H40 1.092, H41 1.090, H42 1.089
38 C 4.4687 0.7086 -1.3976  C37 1.516, O39 1.446, H43 1.089, H44 1.091
39 O 3.3100 0.0799 -0.8032  C38 1.446, H45 0.961
40 H 4.8222 -1.0810 -2.4825  C37 1.092
41 H 5.6921 0.2405 -3.1770  C37 1.090
42 H 3.9142 0.1238 -3.3924  C37 1.089
43 H 4.2126 1.7611 -1.5126  C38 1.089
44 H 5.3304 0.6308 -0.7337  C38 1.091
45 H 3.5003 -0.1791 0.1028  O39 0.961
46 C -3.6893 -1.3878 -1.9740  C47 1.521, H49 1.090, H50 1.086, H51 1.097
47 C -2.9436 -0.2356 -1.3187  C46 1.521, O48 1.446, H52 1.092, H53 1.089
48 O -3.6950 0.3450 -0.2287  C47 1.446, H54 0.961
49 H -4.7416 -1.1842 -2.1718  C46 1.090
50 H -3.5654 -2.3096 -1.4125  C46 1.086
51 H -3.2433 -1.5308 -2.9659  C46 1.097
52 H -2.6663 0.5313 -2.0451  C47 1.092
53 H -2.0348 -0.6153 -0.8533  C47 1.089
54 H -4.4192 0.8691 -0.5804  O48 0.961
55 O -1.5256 0.5870 1.5331  H56 0.969, H57 0.971
56 H -0.8723 0.6337 0.8185  O55 0.969
57 H -2.3637 0.4847 1.0545  O55 0.971
58 O 0.6649 -0.2326 -0.0191  H59 0.964, H60 0.975
59 H 1.0022 -0.6228 0.7958  O58 0.964
60 H 1.4593 -0.0537 -0.5549  O58 0.975


Quick rundown of LUMO level, same order as above: -0.90 -5.54 0.55 eV
Quick rundown of HOMO level, same order as above: -9.47 -15.37 -9.61 eV